A 18-piece molecular cluster, C72H198N18O18 overall in a non-equilibrium geometry, computed with the ωB97M-V functional and the def2-TZVPD basis.

- Multiplicity: 1
- Relative energy (zero: lowest compared OMol25 entry of this formula, charge and spin): 512.66 kJ/mol
- E: -141537.44717 eV

```
306
C72H198N18O18 the ωB97M-V functional and the def2-TZVPD basis
C -1.196 0.965 1.064
C -0.158 1.776 0.249
C 0.092 0.922 -1.024
O 0.758 -0.286 -0.653
C 1.020 -1.060 -1.810
N -0.806 3.067 -0.092
H -1.428 1.644 1.884
H -0.880 0.055 1.574
H -2.094 0.699 0.506
H 0.702 1.873 0.912
H 0.703 1.447 -1.758
H -0.776 0.662 -1.631
H 1.609 -1.878 -1.394
H 1.703 -0.469 -2.420
H 0.058 -1.349 -2.234
H -1.181 3.439 0.769
H -1.672 2.771 -0.519
C 3.381 -8.674 -0.817
C 3.281 -7.787 0.420
C 4.070 -8.232 1.685
O 3.572 -9.375 2.312
C 4.168 -9.508 3.622
N 3.659 -6.448 -0.047
H 3.084 -9.679 -0.517
H 4.403 -8.775 -1.185
H 2.867 -8.293 -1.699
H 2.232 -7.686 0.698
H 4.042 -7.325 2.289
H 5.108 -8.314 1.362
H 3.765 -8.816 4.362
H 5.250 -9.386 3.589
H 3.933 -10.534 3.904
H 3.764 -5.782 0.705
H 2.982 -6.034 -0.672
C -8.666 6.113 2.095
C -7.447 5.205 1.866
C -6.159 5.850 2.439
O -5.792 6.841 1.486
C -4.495 7.379 1.624
N -7.786 3.978 2.565
H -8.662 6.657 3.040
H -9.637 5.686 1.846
H -8.619 6.970 1.424
H -7.235 4.985 0.819
H -5.429 5.042 2.394
H -6.250 6.099 3.496
H -4.398 7.751 2.643
H -4.415 8.238 0.958
H -3.768 6.604 1.381
H -7.919 4.166 3.549
H -8.684 3.579 2.331
C -4.451 7.418 7.806
C -4.532 6.093 7.094
C -3.600 5.887 5.892
O -3.978 4.728 5.137
C -3.024 4.412 4.124
N -4.226 5.026 7.979
H -3.429 7.792 7.736
H -4.749 7.436 8.854
H -5.035 8.113 7.202
H -5.545 5.850 6.773
H -2.577 5.747 6.244
H -3.672 6.799 5.299
H -2.369 5.194 3.740
H -3.474 3.945 3.248
H -2.268 3.730 4.515
H -3.234 5.165 8.111
H -4.202 4.145 7.485
C 1.429 6.692 2.591
C -0.010 6.294 2.508
C -0.813 7.058 1.408
O -0.818 8.415 1.804
C -1.360 9.231 0.789
N -0.097 4.879 2.401
H 1.603 7.761 2.469
H 2.147 6.394 1.827
H 1.780 6.318 3.552
H -0.383 6.611 3.482
H -1.786 6.566 1.393
H -0.312 6.757 0.489
H -0.854 9.009 -0.150
H -1.118 10.232 1.148
H -2.426 9.039 0.668
H 0.302 4.621 1.509
H 0.498 4.399 3.061
C 2.347 -4.028 -3.840
C 1.319 -4.812 -3.038
C 1.001 -6.237 -3.536
O 0.215 -6.260 -4.729
C -1.186 -5.981 -4.559
N 1.846 -4.850 -1.663
H 2.002 -3.747 -4.835
H 3.196 -4.701 -3.969
H 2.743 -3.157 -3.318
H 0.385 -4.253 -2.977
H 0.518 -6.789 -2.729
H 1.951 -6.754 -3.673
H -1.732 -6.823 -4.135
H -1.576 -5.761 -5.553
H -1.367 -5.109 -3.930
H 1.147 -5.384 -1.166
H 1.819 -3.941 -1.222
C -2.894 2.116 -4.064
C -2.197 2.589 -5.344
C -2.777 1.769 -6.526
O -2.577 0.413 -6.367
C -3.002 -0.404 -7.470
N -2.350 3.992 -5.513
H -2.991 1.031 -4.027
H -3.957 2.322 -3.933
H -2.345 2.417 -3.171
H -1.151 2.283 -5.367
H -2.335 2.005 -7.494
H -3.846 1.977 -6.491
H -2.789 -1.389 -7.056
H -2.263 -0.223 -8.252
H -3.954 -0.180 -7.952
H -1.964 4.260 -6.407
H -1.713 4.537 -4.949
C -3.283 -3.085 3.577
C -3.362 -1.610 3.878
C -2.352 -1.035 4.817
O -2.762 0.271 5.104
C -2.363 0.793 6.335
N -3.352 -0.959 2.624
H -2.347 -3.411 3.121
H -4.060 -3.339 2.856
H -3.421 -3.758 4.423
H -4.328 -1.502 4.370
H -1.302 -1.026 4.523
H -2.408 -1.639 5.722
H -1.307 1.061 6.345
H -2.682 0.105 7.117
H -2.994 1.682 6.368
H -3.348 0.026 2.845
H -2.519 -1.149 2.085
C 5.093 -2.292 -1.869
C 6.172 -3.045 -1.117
C 6.730 -4.203 -1.988
O 7.684 -4.984 -1.274
C 7.242 -6.162 -0.546
N 7.217 -2.055 -0.882
H 5.536 -1.839 -2.755
H 4.729 -1.416 -1.332
H 4.332 -3.023 -2.143
H 5.802 -3.384 -0.149
H 7.119 -3.707 -2.877
H 5.948 -4.920 -2.237
H 6.455 -5.827 0.129
H 8.033 -6.422 0.157
H 6.942 -7.040 -1.118
H 7.452 -1.664 -1.783
H 8.060 -2.546 -0.619
C -5.098 0.594 -0.832
C -5.218 1.568 0.332
C -5.045 3.089 -0.194
O -3.772 3.269 -0.827
C -3.748 4.448 -1.618
N -6.545 1.357 0.867
H -5.139 -0.443 -0.501
H -4.109 0.776 -1.253
H -5.754 0.647 -1.701
H -4.423 1.260 1.011
H -5.187 3.809 0.613
H -5.833 3.232 -0.933
H -2.750 4.846 -1.802
H -4.393 5.221 -1.200
H -4.265 4.204 -2.546
H -7.162 1.626 0.114
H -6.692 2.106 1.528
C 8.190 -6.430 -7.421
C 6.954 -5.650 -7.765
C 6.875 -4.274 -7.019
O 5.490 -3.835 -6.929
C 5.211 -2.962 -5.838
N 6.905 -5.576 -9.171
H 8.335 -6.391 -6.341
H 9.076 -5.991 -7.880
H 8.182 -7.465 -7.763
H 6.130 -6.332 -7.554
H 7.544 -3.525 -7.443
H 7.203 -4.497 -6.004
H 5.872 -2.100 -5.926
H 5.382 -3.530 -4.923
H 4.168 -2.644 -5.824
H 6.908 -6.529 -9.506
H 5.972 -5.284 -9.425
C 3.953 0.366 -4.330
C 3.098 0.822 -5.544
C 1.562 0.406 -5.390
O 1.369 -0.874 -5.007
C -0.020 -1.268 -5.297
N 3.369 2.264 -5.706
H 5.032 0.510 -4.394
H 3.834 -0.697 -4.124
H 3.558 0.880 -3.454
H 3.445 0.297 -6.433
H 1.277 0.536 -6.434
H 0.959 1.075 -4.775
H -0.173 -1.263 -6.376
H -0.763 -0.529 -4.998
H -0.239 -2.283 -4.967
H 2.704 2.571 -6.401
H 4.265 2.442 -6.136
C 0.655 1.526 4.259
C 1.876 2.197 4.721
C 3.108 1.354 4.988
O 2.844 0.216 5.843
C 4.004 -0.563 6.182
N 2.045 3.336 3.797
H 0.839 0.998 3.324
H -0.150 2.251 4.137
H 0.349 0.765 4.977
H 1.488 2.614 5.650
H 3.741 2.073 5.507
H 3.656 1.124 4.074
H 3.652 -1.377 6.816
H 4.838 -0.042 6.651
H 4.372 -1.082 5.297
H 2.698 4.021 4.152
H 2.508 2.976 2.974
C -6.816 -2.327 1.199
C -7.236 -1.819 2.532
C -7.116 -2.746 3.729
O -7.821 -3.951 3.561
C -7.769 -4.776 4.755
N -6.466 -0.648 2.857
H -7.342 -3.238 0.915
H -5.752 -2.563 1.207
H -6.864 -1.584 0.402
H -8.220 -1.349 2.528
H -7.388 -2.238 4.655
H -6.069 -2.974 3.929
H -7.961 -5.803 4.446
H -8.448 -4.487 5.557
H -6.772 -4.743 5.194
H -5.489 -0.905 2.861
H -6.424 0.061 2.138
C 1.129 4.264 -4.018
C 0.225 5.411 -3.504
C 0.714 6.129 -2.193
O 1.794 7.013 -2.429
C 2.352 7.473 -1.198
N -0.140 6.340 -4.561
H 0.645 3.742 -4.844
H 1.204 3.530 -3.215
H 2.144 4.559 -4.284
H -0.699 4.908 -3.219
H 0.995 5.362 -1.471
H -0.092 6.721 -1.759
H 2.697 6.554 -0.722
H 1.749 8.082 -0.525
H 3.212 8.091 -1.455
H 0.661 6.949 -4.472
H -0.853 6.902 -4.119
C 1.246 -1.950 2.581
C 2.066 -3.209 2.206
C 2.743 -3.799 3.480
O 3.646 -4.875 3.161
C 4.281 -5.354 4.356
N 1.234 -4.251 1.672
H 1.001 -1.332 1.717
H 1.735 -1.310 3.315
H 0.275 -2.235 2.986
H 2.788 -3.002 1.416
H 1.877 -4.130 4.052
H 3.288 -2.976 3.942
H 4.981 -4.601 4.717
H 4.772 -6.314 4.199
H 3.462 -5.544 5.049
H 1.710 -5.135 1.783
H 0.642 -4.414 2.474
C -2.290 -4.391 -0.001
C -1.689 -3.156 -0.739
C -2.663 -2.390 -1.629
O -2.794 -3.026 -2.881
C -3.751 -2.492 -3.768
N -1.205 -2.344 0.313
H -3.041 -4.178 0.760
H -1.557 -5.032 0.487
H -2.712 -5.157 -0.651
H -0.810 -3.440 -1.319
H -2.166 -1.457 -1.894
H -3.629 -2.173 -1.175
H -3.518 -3.012 -4.697
H -3.554 -1.436 -3.956
H -4.765 -2.720 -3.440
H -0.811 -1.463 0.015
H -0.436 -2.808 0.776
C 4.568 -0.356 1.656
C 5.406 0.728 0.961
C 5.316 2.010 1.860
O 3.975 2.583 1.957
C 3.430 3.399 0.893
N 6.764 0.238 0.932
H 4.991 -0.460 2.655
H 4.603 -1.372 1.263
H 3.529 -0.026 1.676
H 5.013 0.844 -0.049
H 5.959 2.826 1.529
H 5.656 1.805 2.875
H 3.307 2.856 -0.044
H 3.988 4.324 0.750
H 2.434 3.811 1.054
H 7.087 0.004 1.860
H 6.875 -0.639 0.443
```

Here are the Löwdin charges for atoms 1 to 4, given in e: C -0.070; C -0.348; C -0.182; O -0.233

***

C7H6O2S as an isolated structure in a non-equilibrium geometry, computed with the ωB97M-V functional and the def2-TZVPD basis.

- Multiplicity: 1
- Relative energy (zero: lowest compared OMol25 entry of this formula, charge and spin): 199.55 kJ/mol
- E: -22283.49175 eV

```
16
C7H6O2S the ωB97M-V functional and the def2-TZVPD basis
C -1.344 -1.271 0.006
C -2.696 -1.263 -0.009
C -1.775 1.006 -0.112
C -0.791 0.049 -0.052
C 1.700 -0.466 -0.143
C 3.060 0.077 -0.077
C 0.604 0.269 -0.050
O 4.058 -0.601 -0.112
O 1.057 2.097 0.127
S -3.341 0.334 -0.098
H -0.744 -2.163 0.047
H -3.366 -2.099 0.032
H -1.646 2.068 -0.177
H 1.615 -1.537 -0.275
H 3.086 1.172 0.007
H 0.523 2.328 0.886
```

Here are the natural (NBO) charges for atoms 1 to 4, given in e: C -0.217; C -0.397; C -0.353; C -0.238

***

C42H44ClN2OP2Pm as an isolated structure in a non-equilibrium geometry, computed with the ωB97M-V functional and the def2-TZVPD basis.

- Multiplicity: 5
- ⟨S²⟩: 6.0067
- Relative energy (zero: lowest compared OMol25 entry of this formula, charge and spin): 0.00 kJ/mol
- Net charge: +2
- E: -96939.19432 eV

```
93
C42H44ClN2OP2Pm the ωB97M-V functional and the def2-TZVPD basis
Pm -0.808 -0.244 0.698
Cl -0.260 1.900 -0.691
P -1.308 -0.884 -2.177
P 1.421 1.031 2.052
C -1.691 -2.654 -2.447
C -0.474 -0.465 -3.753
C -2.957 -0.089 -2.306
C 0.460 1.980 3.300
C 2.520 0.014 3.095
C 2.535 2.289 1.358
C -3.000 -3.145 -2.544
C -3.212 -4.525 -2.568
C -2.125 -5.404 -2.527
C -0.815 -4.905 -2.492
C -0.596 -3.534 -2.461
H -3.848 -2.457 -2.586
H -4.232 -4.911 -2.620
H -2.292 -6.483 -2.534
H 0.038 -5.588 -2.496
H 0.423 -3.131 -2.445
C -3.781 -0.081 -1.164
C -4.949 0.687 -1.164
C -5.356 1.353 -2.326
C -4.581 1.269 -3.489
C -3.371 0.568 -3.474
H -3.539 -0.696 -0.279
H -5.539 0.765 -0.247
H -6.285 1.922 -2.331
H -4.911 1.756 -4.408
H -2.739 0.539 -4.361
C -0.664 -1.220 -4.921
C 0.103 -0.954 -6.062
C 1.046 0.079 -6.056
C 1.188 0.881 -4.917
C 0.433 0.613 -3.778
H -1.385 -2.041 -4.938
H -0.043 -1.565 -6.953
H 1.660 0.268 -6.941
H 1.894 1.715 -4.915
H 0.540 1.226 -2.883
C 3.901 -0.029 2.848
C 4.689 -0.968 3.516
C 4.104 -1.851 4.428
C 2.730 -1.782 4.699
C 1.931 -0.852 4.038
H 4.348 0.663 2.131
H 5.760 -1.009 3.312
H 4.713 -2.600 4.936
H 2.278 -2.463 5.426
H 0.859 -0.795 4.244
C -0.789 2.508 2.928
C -1.666 2.957 3.922
C -1.262 2.984 5.260
C 0.031 2.577 5.608
C 0.894 2.078 4.630
H -1.070 2.564 1.867
H -2.669 3.285 3.643
H -1.947 3.340 6.035
H 0.372 2.633 6.642
H 1.885 1.720 4.913
C 2.795 3.489 2.029
C 3.628 4.448 1.442
C 4.203 4.208 0.190
C 3.957 2.998 -0.476
C 3.124 2.044 0.102
H 2.332 3.679 2.998
H 3.822 5.383 1.970
H 4.849 4.956 -0.270
H 4.412 2.798 -1.449
H 2.900 1.112 -0.423
H -3.096 3.476 0.377
H -2.438 3.342 0.019
C 1.434 -4.357 3.130
N 1.257 -3.983 1.708
C 1.804 -5.031 0.800
C 0.884 -6.232 0.713
C -0.587 -5.932 0.936
N -0.890 -4.489 0.956
C -2.296 -4.110 0.922
C -0.006 -3.557 1.333
O -0.329 -2.305 1.290
H 1.063 -3.556 3.777
H 2.509 -4.477 3.322
H 0.926 -5.310 3.381
H 1.958 -4.599 -0.204
H 2.771 -5.336 1.218
H 1.192 -6.977 1.459
H 1.009 -6.711 -0.267
H -0.907 -6.366 1.900
H -1.181 -6.383 0.132
H -2.872 -4.881 0.401
H -2.693 -3.981 1.944
H -2.419 -3.164 0.379
```

Here are the Löwdin charges for atoms 1 to 4, given in e: Pm 1.324; Cl -0.012; P 0.968; P 0.958

***

C15H40Mn2N2O13S3 as an isolated structure in a non-equilibrium geometry, computed with the ωB97M-V functional and the def2-TZVPD basis.

- Multiplicity: 11
- ⟨S²⟩: 30.0092
- Relative energy (zero: lowest compared OMol25 entry of this formula, charge and spin): 0.00 kJ/mol
- Net charge: +2
- E: -140927.54931 eV

```
75
C15H40Mn2N2O13S3 the ωB97M-V functional and the def2-TZVPD basis
Mn 1.008 0.630 1.995
Mn -1.748 -2.313 1.934
N -1.564 -4.749 0.400
O -2.453 -4.031 0.955
O -0.463 -4.575 0.813
O -1.784 -5.486 -0.576
O -0.074 -1.105 1.734
H 0.327 -1.758 1.128
C 0.441 3.506 -0.371
C -0.721 2.867 0.449
N -0.447 2.319 1.863
C -1.625 1.483 2.281
C -1.644 1.077 3.760
C -0.071 3.416 2.851
C -1.130 4.521 2.885
H 1.376 2.948 -0.310
H 0.893 4.444 -0.048
H 0.078 3.981 -1.283
H -1.498 3.627 0.376
H -1.071 1.971 -0.063
H -2.471 2.145 2.092
H -1.771 0.525 1.783
H -1.476 1.802 4.556
H -2.553 0.532 4.012
H -0.909 0.303 3.979
H 0.872 3.856 2.526
H 0.068 2.921 3.812
H -2.116 4.189 3.212
H -1.242 5.143 1.997
H -0.900 5.173 3.728
O -2.488 -0.966 0.157
S -3.655 -0.278 -0.381
O -4.108 1.069 0.088
O -3.417 -0.303 -2.042
C -3.245 -1.574 -2.648
C -2.941 -1.395 -4.145
C -5.146 -1.339 -0.237
H -4.107 -2.239 -2.693
H -2.453 -2.129 -2.145
H -2.011 -0.939 -4.484
H -3.721 -0.791 -4.608
H -2.926 -2.310 -4.738
H -5.611 -1.180 0.736
H -4.893 -2.399 -0.199
H -5.863 -1.140 -1.033
O 1.722 0.525 -0.159
S 1.639 0.019 -1.511
O 1.091 -1.345 -1.640
O 0.767 1.070 -2.387
C -0.468 0.629 -2.793
C -1.366 1.887 -3.135
C 3.218 0.111 -2.442
H -0.992 -0.058 -2.129
H -0.259 0.185 -3.766
H -0.796 2.779 -3.396
H -1.883 2.303 -2.270
H -2.098 1.582 -3.882
H 3.824 -0.732 -2.110
H 3.744 1.050 -2.268
H 3.073 0.018 -3.519
O 4.809 -1.847 2.694
S 3.648 -1.657 1.837
O 2.646 -0.632 2.108
O 4.206 -1.380 0.315
C 5.401 -2.056 -0.096
C 6.632 -1.317 0.446
C 2.877 -3.321 1.350
H 5.526 -2.051 -1.179
H 5.377 -3.093 0.239
H 6.978 -1.899 1.300
H 6.384 -0.308 0.776
H 7.414 -1.213 -0.306
H 2.267 -3.159 0.461
H 2.197 -3.498 2.183
H 3.677 -4.041 1.183
```

Here are the Löwdin charges for atoms 1 to 4, given in e: Mn 1.092; Mn 1.222; N -0.583; O -0.156

***

Copy entry 3 word for word.
C42H44ClN2OP2Pm as an isolated structure in a non-equilibrium geometry, computed with the ωB97M-V functional and the def2-TZVPD basis.

- Multiplicity: 5
- ⟨S²⟩: 6.0067
- Relative energy (zero: lowest compared OMol25 entry of this formula, charge and spin): 0.00 kJ/mol
- Net charge: +2
- E: -96939.19432 eV

```
93
C42H44ClN2OP2Pm the ωB97M-V functional and the def2-TZVPD basis
Pm -0.808 -0.244 0.698
Cl -0.260 1.900 -0.691
P -1.308 -0.884 -2.177
P 1.421 1.031 2.052
C -1.691 -2.654 -2.447
C -0.474 -0.465 -3.753
C -2.957 -0.089 -2.306
C 0.460 1.980 3.300
C 2.520 0.014 3.095
C 2.535 2.289 1.358
C -3.000 -3.145 -2.544
C -3.212 -4.525 -2.568
C -2.125 -5.404 -2.527
C -0.815 -4.905 -2.492
C -0.596 -3.534 -2.461
H -3.848 -2.457 -2.586
H -4.232 -4.911 -2.620
H -2.292 -6.483 -2.534
H 0.038 -5.588 -2.496
H 0.423 -3.131 -2.445
C -3.781 -0.081 -1.164
C -4.949 0.687 -1.164
C -5.356 1.353 -2.326
C -4.581 1.269 -3.489
C -3.371 0.568 -3.474
H -3.539 -0.696 -0.279
H -5.539 0.765 -0.247
H -6.285 1.922 -2.331
H -4.911 1.756 -4.408
H -2.739 0.539 -4.361
C -0.664 -1.220 -4.921
C 0.103 -0.954 -6.062
C 1.046 0.079 -6.056
C 1.188 0.881 -4.917
C 0.433 0.613 -3.778
H -1.385 -2.041 -4.938
H -0.043 -1.565 -6.953
H 1.660 0.268 -6.941
H 1.894 1.715 -4.915
H 0.540 1.226 -2.883
C 3.901 -0.029 2.848
C 4.689 -0.968 3.516
C 4.104 -1.851 4.428
C 2.730 -1.782 4.699
C 1.931 -0.852 4.038
H 4.348 0.663 2.131
H 5.760 -1.009 3.312
H 4.713 -2.600 4.936
H 2.278 -2.463 5.426
H 0.859 -0.795 4.244
C -0.789 2.508 2.928
C -1.666 2.957 3.922
C -1.262 2.984 5.260
C 0.031 2.577 5.608
C 0.894 2.078 4.630
H -1.070 2.564 1.867
H -2.669 3.285 3.643
H -1.947 3.340 6.035
H 0.372 2.633 6.642
H 1.885 1.720 4.913
C 2.795 3.489 2.029
C 3.628 4.448 1.442
C 4.203 4.208 0.190
C 3.957 2.998 -0.476
C 3.124 2.044 0.102
H 2.332 3.679 2.998
H 3.822 5.383 1.970
H 4.849 4.956 -0.270
H 4.412 2.798 -1.449
H 2.900 1.112 -0.423
H -3.096 3.476 0.377
H -2.438 3.342 0.019
C 1.434 -4.357 3.130
N 1.257 -3.983 1.708
C 1.804 -5.031 0.800
C 0.884 -6.232 0.713
C -0.587 -5.932 0.936
N -0.890 -4.489 0.956
C -2.296 -4.110 0.922
C -0.006 -3.557 1.333
O -0.329 -2.305 1.290
H 1.063 -3.556 3.777
H 2.509 -4.477 3.322
H 0.926 -5.310 3.381
H 1.958 -4.599 -0.204
H 2.771 -5.336 1.218
H 1.192 -6.977 1.459
H 1.009 -6.711 -0.267
H -0.907 -6.366 1.900
H -1.181 -6.383 0.132
H -2.872 -4.881 0.401
H -2.693 -3.981 1.944
H -2.419 -3.164 0.379
```

Here are the Löwdin charges for atoms 1 to 4, given in e: Pm 1.324; Cl -0.012; P 0.968; P 0.958